1.
This record from the Open Molecules 2025 dataset describes a single C6H11IN2S molecule in a non-equilibrium geometry. The level of theory is ωB97M-V/def2-TZVPD.

Geometry (Å):
I -4.773 0.920 0.055
S -4.095 -2.117 -1.231
N -2.262 -3.056 1.655
N -2.344 -0.905 0.450
C -2.359 -2.000 1.236
C -0.018 -0.073 -0.027
C -1.294 0.158 0.728
C 1.174 0.391 0.855
C 2.521 -0.072 0.302
C -3.093 -0.677 -0.630
H -2.643 -0.243 -1.478
H 3.561 0.298 0.811
H 2.655 -1.151 0.266
H 1.365 1.456 1.008
H -0.010 -1.187 -0.206
H -1.776 1.060 0.455
H 0.007 0.463 -0.991
H -1.180 0.320 1.746
H -3.460 -3.075 -0.656
H 2.746 0.341 -0.781
H 0.887 -0.165 1.731

Values from the calculation:
Kohn-Sham gap ... 8.6 eV
SMILES ... CCCCN(C#N)[C@@H](S)I
Net charge ... 0

natural (NBO) population analysis, charges in e, atoms 1 to 5:
1. I -0.15
2. S 0.03
3. N -0.33
4. N -0.51
5. C 0.42



2.
This record from the Open Molecules 2025 dataset describes a molecular structure, C34H75BrFInNO in a non-equilibrium geometry. The level of theory is ωB97M-V/def2-TZVPD.

Geometry (Å):
In 4.193 -1.949 -1.249
Br 1.949 -2.652 -2.510
F 6.036 1.983 -1.627
O 7.251 -4.668 0.373
N 8.108 -2.312 -2.526
C -6.222 1.336 3.776
C 3.183 6.893 -3.466
C 3.674 7.625 -5.899
C 2.640 7.451 -4.785
C -1.825 2.366 0.982
C -2.726 2.900 2.086
C -8.000 -1.082 1.482
C -6.555 -6.497 1.732
C -0.406 2.048 1.455
C 5.044 -0.183 -2.354
C 4.739 1.266 -1.723
C -4.424 -5.324 0.964
C 3.782 -1.629 0.946
C 6.740 0.439 1.983
C -6.222 -9.533 2.472
C 0.564 4.405 1.009
C 5.465 0.797 1.872
C 3.883 0.834 2.128
C 4.775 8.618 -5.552
C 2.968 4.416 -4.037
C 8.274 -3.253 -1.379
C -5.308 -8.412 2.948
C 3.023 -0.252 1.305
C 3.884 5.536 -3.563
C 1.333 4.030 -0.251
C 0.395 3.241 1.985
C -6.898 -0.107 1.067
C -7.621 -2.543 1.284
C 5.599 -3.758 -1.384
C -5.715 -0.041 3.369
C 6.938 -3.524 -0.513
C -5.524 -6.318 0.617
C -6.010 -7.057 3.050
C -5.589 -0.218 1.855
H 4.355 9.600 -5.314
H -6.773 -2.828 1.911
H 6.488 -5.290 0.401
H 2.325 3.642 -0.002
H -6.243 1.421 4.867
H -3.737 3.062 1.701
H -3.828 -5.663 1.815
H -6.044 -5.959 -0.278
H -7.361 -2.740 0.239
H 0.141 1.581 0.630
H 4.268 5.274 -2.572
H 2.171 8.420 -4.581
H -6.674 -0.257 0.004
H -8.892 -0.871 0.881
H 4.118 6.662 -6.165
H -7.285 0.915 1.149
H 5.453 8.738 -6.401
H -2.791 2.189 2.915
H 5.874 -4.002 -2.491
H 2.104 4.312 -3.374
H -8.287 -0.915 2.525
H -6.366 -0.812 3.793
H 2.093 -0.508 1.947
H 7.335 -2.573 -3.155
H -6.843 -7.142 3.759
H -2.271 1.447 0.586
H 4.556 -0.187 -3.416
H 3.059 -2.490 1.266
H 6.787 -2.624 0.210
H 6.188 -0.265 -2.564
H -0.412 4.820 0.733
H -4.845 -4.344 1.206
H 1.838 6.801 -5.151
H 3.156 7.983 -6.796
H -7.026 -5.529 1.939
H 1.105 5.209 1.520
H 3.508 3.466 -4.039
H -4.922 -8.676 3.938
H 0.803 3.276 -0.838
H -5.680 -10.483 2.468
H 4.088 1.875 -2.465
H 3.524 1.885 1.768
H -7.085 -9.640 3.136
H -8.462 -3.189 1.550
H 1.466 4.912 -0.886
H -3.747 -5.200 0.115
H -4.727 -0.193 3.817
H -0.076 3.618 2.900
H -0.459 1.290 2.246
H 2.605 4.594 -5.053
H -5.078 -7.280 0.348
H 2.350 6.811 -2.757
H -5.314 -6.336 3.492
H 7.880 0.417 1.789
H 9.046 -2.752 -0.661
H -2.364 3.855 2.477
H -7.357 -7.147 1.366
H -5.126 -1.191 1.656
H -5.568 2.122 3.389
H -6.586 -9.354 1.458
H 4.755 5.601 -4.223
H 4.756 -1.820 1.530
H 3.584 0.776 3.246
H 3.880 7.614 -3.024
H 4.315 1.264 -0.658
H 2.616 0.238 0.327
H 4.991 -4.684 -1.011
H 5.369 8.279 -4.700
H -1.802 3.078 0.151
H 1.387 2.883 2.285
H 8.782 -4.236 -1.725
H -4.889 0.532 1.468
H -7.235 1.517 3.410
H -4.437 -8.344 2.288
H 8.074 -1.325 -2.237

Values from the calculation:
Kohn-Sham gap ... 7.3 eV
Net charge ... -1

Mulliken population analysis, charges in e, atoms 1 to 5:
1. In 0.77
2. Br -0.58
3. F -0.40
4. O -0.59
5. N -0.56



3.
This record from the Open Molecules 2025 dataset describes 8 unconnected molecules or ions with the total composition C28H39N4O10 in a non-equilibrium geometry. The level of theory is ωB97M-V/def2-TZVPD.

Geometry (Å):
O -18.481 17.503 -26.433
O -22.928 20.516 -24.395
O -20.630 16.867 -26.614
O -20.715 18.223 -20.386
O -25.301 23.122 -31.264
O -25.514 21.747 -29.519
O -19.930 20.079 -21.292
O -19.886 17.657 -24.678
O -25.357 23.941 -29.183
O -18.814 18.124 -21.561
N -24.543 19.160 -22.741
N -21.053 21.846 -26.100
N -22.173 23.167 -23.072
N -23.821 19.253 -26.641
C -21.304 17.535 -24.502
C -25.191 17.344 -21.636
C -25.403 23.392 -27.847
C -21.075 23.968 -22.949
C -26.491 24.157 -27.137
C -19.475 21.909 -27.658
C -21.221 23.018 -26.789
C -25.442 18.486 -20.836
C -20.268 23.076 -27.778
C -23.124 23.533 -22.162
C -21.797 19.132 -20.201
C -25.202 18.386 -28.141
C -23.295 19.508 -27.874
C -21.749 16.711 -25.736
C -25.703 21.883 -28.097
C -22.700 24.700 -21.572
C -25.015 18.582 -26.797
C -24.162 19.074 -28.845
C -19.559 17.359 -25.954
C -21.977 19.341 -18.708
C -19.977 21.179 -26.607
C -21.285 20.393 -20.971
C -25.392 22.970 -30.086
C -19.740 18.753 -21.167
C -21.405 24.986 -22.083
C -25.091 19.595 -21.573
C -24.671 17.814 -22.816
C -22.050 15.270 -25.439
H -21.742 21.436 -25.465
H -24.065 19.652 -23.528
H -25.600 18.308 -25.935
H -22.590 17.245 -26.179
H -23.518 21.179 -24.787
H -24.414 23.510 -27.410
H -25.408 16.314 -21.403
H -26.596 23.821 -26.100
H -20.224 23.869 -28.507
H -24.960 21.341 -27.519
H -24.052 22.986 -22.140
H -21.433 16.953 -23.587
H -21.219 21.259 -20.310
H -27.440 24.075 -27.658
H -19.700 20.225 -26.188
H -21.918 20.620 -21.827
H -22.368 20.062 -27.936
H -24.176 19.126 -29.919
H -21.934 18.370 -18.210
H -22.588 15.155 -24.497
H -20.213 23.771 -23.565
H -22.340 22.529 -23.837
H -21.982 23.722 -26.494
H -20.734 25.773 -21.780
H -18.694 21.549 -28.308
H -26.003 17.830 -28.604
H -26.711 21.604 -27.804
H -25.971 18.489 -19.895
H -24.355 17.273 -23.696
H -21.096 19.896 -18.373
H -21.126 14.700 -25.285
H -21.781 18.508 -24.375
H -23.489 19.680 -25.746
H -22.747 18.850 -20.657
H -22.909 19.823 -18.427
H -22.574 14.771 -26.253
H -23.200 25.265 -20.802
H -25.151 20.654 -21.386
H -26.197 25.205 -27.060

Values from the calculation:
Kohn-Sham gap ... 8.2 eV
Net charge ... -1

Mulliken population analysis, charges in e, atoms 1 to 5:
1. O -0.59
2. O -1.40
3. O -0.40
4. O -0.43
5. O -0.59



4.
This record from the Open Molecules 2025 dataset describes a single C8H15N2OPS molecule in a non-equilibrium geometry. The level of theory is ωB97M-V/def2-TZVPD.

Geometry (Å):
S 1.159 0.725 1.690
P -0.989 -0.003 1.775
O 0.395 3.312 -0.017
N -1.474 -1.545 2.227
N -1.088 -0.180 0.153
C -0.168 0.229 -0.602
C -0.384 0.278 -2.057
C -1.015 -2.779 1.674
C -0.280 1.696 -2.608
C -1.872 -1.597 3.633
C 1.023 2.391 -2.042
C 1.204 2.402 -0.591
C 1.155 0.876 -0.153
H 0.310 -0.413 -2.547
H 0.405 3.104 0.974
H 1.972 2.109 -2.433
H 2.031 0.253 -0.421
H -1.710 -3.574 1.766
H -1.160 2.238 -2.227
H 2.272 2.804 -0.259
H 1.129 3.493 -2.412
H -2.872 -1.614 3.825
H -1.318 -2.409 4.188
H -0.252 1.638 -3.586
H -0.800 -2.577 0.594
H -1.442 -0.665 4.165
H -0.168 -3.071 2.390
H -1.289 -0.238 -2.299

Values from the calculation:
Kohn-Sham gap ... 8.5 eV
SMILES ... CN(C)P1N=C2CCC[C@@H](O)[C@H]2S1
Net charge ... 0

natural (NBO) population analysis, charges in e, atoms 1 to 5:
1. S -0.24
2. P 1.13
3. O -0.71
4. N -0.75
5. N -0.79



5.
This record from the Open Molecules 2025 dataset describes a molecular structure, C15H35As2F12N5O5Tl in a non-equilibrium geometry. The level of theory is ωB97M-V/def2-TZVPD.

Geometry (Å):
Tl 0.413 0.669 -0.340
As 0.687 3.486 2.207
As 4.201 0.833 -2.613
F 3.193 1.617 -3.832
F 2.076 3.482 3.268
F 3.960 2.266 -1.611
F 2.729 0.157 -1.853
F 1.753 2.972 0.844
F 5.174 0.125 -1.361
F -0.581 3.390 0.984
F 4.265 -0.588 -3.610
F 5.627 1.524 -3.338
F -0.394 3.879 3.480
F 0.989 5.159 1.854
F 0.517 1.761 2.506
O 1.219 -2.077 -0.616
O -2.013 1.127 1.158
O -1.558 -1.171 -1.109
O 0.169 -1.011 1.950
O 1.134 2.856 -1.898
N 1.881 4.254 -3.470
N 1.560 -4.288 -0.835
N -0.307 -2.541 3.487
N -3.918 0.663 2.212
N -2.874 -2.961 -0.765
C 1.903 -2.609 2.429
C -3.698 2.836 1.080
C 0.094 -3.291 4.674
C -1.995 -2.256 -1.487
C 1.856 -3.021 -1.106
C 0.538 -1.998 2.595
C 0.407 -4.750 -0.080
C -1.505 -2.886 -2.775
C 1.922 5.523 -4.177
C -3.133 1.492 1.520
C 1.177 3.994 -2.371
C -5.224 0.907 2.808
C 2.985 -2.736 -2.064
C 0.549 5.143 -1.593
C -3.464 -2.566 0.493
H 3.482 -3.670 -2.341
H 1.294 5.749 -1.078
H -5.940 0.165 2.465
H 3.767 -2.148 -1.590
H 0.210 -2.594 5.508
H -2.311 -3.081 -3.481
H -2.729 -2.312 1.262
H -1.218 -2.108 3.463
H -0.738 -3.954 4.905
H -5.102 0.947 3.891
H 0.645 -5.630 0.516
H -4.732 2.687 0.774
H 2.150 -5.059 -1.101
H 1.809 -3.688 2.285
H -3.095 3.217 0.264
H -4.204 -3.277 0.847
H 2.580 -2.266 -2.955
H -5.622 1.888 2.561
H 2.555 -2.493 3.297
H 2.787 5.661 -4.816
H 2.357 3.456 -3.888
H -0.465 -4.919 -0.711
H 2.452 -2.235 1.570
H -0.140 4.753 -0.848
H 1.048 5.549 -4.838
H 0.001 5.802 -2.269
H 0.100 -4.051 0.701
H 1.042 -3.811 4.601
H -3.096 -3.896 -1.063
H 1.795 6.378 -3.518
H -4.016 -1.625 0.399
H -3.679 3.530 1.921
H -1.030 -3.845 -2.557
H -3.519 -0.245 2.395
H -0.755 -2.237 -3.217

Values from the calculation:
Kohn-Sham gap ... 3.7 eV
Net charge ... +1

Mulliken population analysis, charges in e, atoms 1 to 5:
1. Tl 1.86
2. As 2.15
3. As 2.07
4. F -0.56
5. F -0.50



6.
This record from the Open Molecules 2025 dataset describes a single C4H2O2 molecule. The level of theory is ωB97M-V/def2-TZVPD.

Geometry (Å):
O -0.690 1.775 0.198
O -1.407 -1.542 -0.263
C 2.136 -0.115 -0.364
C -1.467 -0.451 0.239
C 0.978 0.174 -0.198
C -0.376 0.611 0.085
H -2.336 -0.083 0.818
H 3.163 -0.369 -0.515

Values from the calculation:
Kohn-Sham gap ... 9.4 eV
SMILES ... C#CC(=O)C=O
Net charge ... 0

natural (NBO) population analysis, charges in e, atoms 1 to 5:
1. O -0.45
2. O -0.45
3. C -0.09
4. C 0.36
5. C -0.15



7.
This record from the Open Molecules 2025 dataset describes a molecular structure, C31H22Cl3N5O3S2W in a non-equilibrium geometry. The level of theory is ωB97M-V/def2-TZVPD.

Geometry (Å):
W 0.311 0.271 -0.027
Cl -7.624 -0.447 -1.042
Cl -9.003 0.763 1.221
Cl -7.351 -1.532 1.592
S -1.999 0.292 -0.755
S 0.292 -1.423 -1.615
O -0.628 1.552 1.110
O 4.133 -2.073 -0.770
O 1.853 -0.852 0.377
N -5.359 1.270 0.995
N -0.112 -0.941 1.650
N 0.667 -2.110 1.743
N 1.900 1.600 1.140
N 1.266 1.618 -1.499
C -7.585 -0.046 0.686
C 1.390 2.554 -3.695
C 2.762 -3.039 0.963
C 3.879 -3.038 0.148
C 4.213 4.203 -0.161
C -2.146 2.783 2.447
C 2.615 2.464 0.251
C 2.266 2.447 -1.078
C -1.708 0.427 2.838
C -1.071 -2.024 -3.839
C -3.458 -1.629 -3.923
C 2.468 3.278 -3.322
C 4.584 -5.211 0.932
C -2.983 2.740 3.537
C 2.627 -4.186 1.866
C 2.931 3.271 -2.005
C -6.376 0.732 0.923
C -2.214 -0.830 -2.089
C -3.473 -0.924 -2.740
C -0.961 -0.747 2.688
C -3.260 1.615 4.269
C -1.534 1.584 2.096
C 3.513 3.357 0.731
C -2.307 -2.145 -4.445
C -2.603 0.430 3.985
C 0.835 1.664 -2.736
C 3.507 -5.204 1.787
C 4.837 -4.103 0.151
C 1.732 -2.003 1.029
C -1.096 -1.416 -2.625
C 3.952 4.119 -1.541
H -4.340 -0.576 -2.225
H -2.620 -0.421 4.588
H 3.311 -6.030 2.481
H 2.567 1.000 1.596
H -4.026 1.710 5.043
H -2.415 -2.740 -5.355
H 1.096 2.484 -4.726
H 3.093 3.805 -4.004
H -1.929 3.708 1.944
H -1.010 -1.568 3.386
H 5.219 -6.045 0.828
H 4.532 4.652 -2.256
H -4.378 -1.786 -4.451
H 5.569 -4.035 -0.598
H 0.014 0.952 -3.012
H -0.254 -2.736 -4.104
H 4.991 4.876 0.235
H 3.359 -1.469 -0.698
H -3.464 3.677 3.792
H 1.885 -4.124 2.601
H 1.412 2.125 1.903
H 3.706 3.429 1.787

Values from the calculation:
Kohn-Sham gap (alpha / beta) ... 5.4 / 5.4 eV
Net charge ... +2

natural (NBO) population analysis, charges in e, atoms 1 to 5:
1. W 1.53
2. Cl 0.07
3. Cl 0.14
4. Cl 0.08
5. S 0.24



| no. | E_tot (eV) |
| --- | --- |
| 1 | -28314.0000 |
| 2 | -117943.7551 |
| 3 | -56106.5222 |
| 4 | -33689.7077 |
| 5 | -192788.4821 |
| 6 | -8272.2146 |
| 7 | -107146.8490 |